Entry from the OMol25 dataset: an isolated ion of composition C3H10N3 and charge +1 (ωB97M-V/def2-TZVPD).

ORCA input file:
```
! wB97M-V def2-TZVPD RIJCOSX def2/J DEFGRID3
* xyz 1 1
C -0.6298 -0.4794 -0.5818
H 1.8602 -2.2076 -0.6363
N 0.2379 1.7743 0.2724
H 1.3402 0.8205 -1.2324
H 0.4562 -0.5821 1.3973
H -1.2438 1.3810 0.2177
C 0.6990 0.5665 -0.4155
H -2.7326 0.2309 -0.4153
H 1.1237 -2.6680 0.7527
H 0.7978 1.9566 1.1115
N -1.7322 0.2715 0.0476
N 1.2000 -1.9473 0.0028
H -1.8609 -0.0376 1.1171
H 0.4588 2.5324 -0.4202
H -0.6376 -0.8998 -1.5432
C 0.6631 -0.7119 0.3255
*
```

lowest unoccupied orbital energy	-3.14	eV
relative energy (zero: lowest compared OMol25 entry of this formula, charge and spin)	3.762	eV
gap between HOMO and LUMO	9.46	eV
total energy	-7734.5026	eV
HOMO energy	-0.4632	hartree
SMILES string	N[C@@H]1C([NH3+])[C@H]1N

=====

Entry from the OMol25 dataset: C55H52BCl2N4O7Sc as an isolated structure (ωB97M-V/def2-TZVPD).

ORCA input file:
```
! wB97M-V def2-TZVPD RIJCOSX def2/J DEFGRID3
* xyz 0 1
C -1.5613 3.8735 -0.2944
H -3.7144 -3.0193 4.0766
H -5.5125 -2.2319 2.2662
H 1.0007 9.2927 3.0049
C 5.9919 0.3014 1.8331
H 0.7695 -2.5799 1.4993
C -0.7075 -4.6842 -1.1167
N 2.2487 -0.9468 -0.8403
C -0.0519 9.4005 3.3266
C 4.1106 0.2528 0.2485
C -5.0052 -1.6147 1.5161
H -4.6624 1.9293 -6.4147
C -4.5822 1.5761 -2.6046
H -2.2428 -2.5715 4.7344
O -2.8457 -0.8651 0.6402
H 2.1206 -4.4905 -2.9629
C 10.2599 0.1462 2.4604
O -1.3764 -1.2304 2.3386
H 8.4615 -0.6252 -0.9178
N -0.4764 2.0194 -0.9478
H -2.1528 -3.4752 1.2063
C -1.1416 -5.9343 -1.2549
H -8.8101 2.6800 -5.5019
C -5.7697 1.9036 -3.2881
H 5.9869 -0.3842 -1.4762
C 6.4633 -0.1844 -0.5068
C 1.9768 -2.2496 -1.0751
H -0.4125 -8.3168 -4.2514
H 3.2876 -4.1555 -0.5069
O 1.0580 -0.1895 1.9021
H 11.2871 -0.1944 2.4154
C 1.2295 -3.1377 2.3092
C -2.7350 -1.5391 2.8652
H -3.8644 -3.9527 1.5845
C -0.3310 5.7853 3.4782
H -5.3552 -2.0181 0.5810
C 3.1440 3.6266 0.9643
H 7.8000 0.2896 3.1365
Sc 0.5298 0.2893 -0.2077
H -7.9759 3.0760 -3.9619
C 7.3718 0.1786 2.1590
C 3.0968 -3.0863 -0.5262
H -1.7464 4.7908 0.1864
C -0.4477 -6.7410 -2.1583
H 0.4583 -9.2788 -3.1188
Cl 1.7208 -2.3713 3.7976
C 4.1561 2.7323 0.6636
C -3.4839 -1.8374 1.5674
C -3.4023 1.5159 -4.6711
C 3.4536 -0.8846 -0.2082
H -0.7241 5.6403 4.4642
C 0.6552 6.0967 0.8791
O -0.9912 -7.9446 -2.3333
C 0.4265 -4.0946 -1.7554
H -2.7963 -0.0277 4.4729
C -2.3272 3.2387 -1.2192
H 1.2572 -6.9317 -3.4614
N -0.4189 -0.5064 -1.9418
C 7.7940 -0.2927 -0.1796
C -4.6182 1.8340 -5.3544
C -0.4706 -8.7617 -3.3113
C -3.1688 -3.2355 1.0648
H 1.0768 6.2349 -0.0954
H -1.3439 -3.4085 -3.3671
H -0.6933 9.8435 2.5837
H 1.6353 0.2843 2.5412
H 0.3590 8.1636 1.0663
C 1.9169 2.9902 0.6056
N 2.1387 1.7277 0.1598
O -6.8894 2.1335 -5.4510
C 0.6743 3.5888 0.5685
C 8.2070 -0.1271 1.1251
C 0.5027 4.8517 1.4196
C -0.2760 -1.8477 -2.1050
B -1.5027 -0.7773 0.9997
C 5.5451 0.1253 0.5120
H 0.4239 -0.7229 2.4001
H -3.4956 -3.2912 -0.0055
H -4.4520 1.5737 -1.5240
C -2.1924 -1.3514 -3.1803
C -0.0714 4.7155 2.6821
C -2.1708 1.1055 -2.4981
O -0.4506 8.1102 3.7243
H -3.0377 -1.3788 -3.8253
C -1.6283 -0.2203 -2.5214
H -8.4743 1.3682 -4.3348
H -2.1279 -6.1252 -0.7854
C -1.3665 -2.4119 -2.9711
H -0.1570 10.0944 4.2030
H 4.9471 -2.4953 0.2297
C -3.3896 1.3615 -3.2845
H -2.4332 1.4562 -5.1924
H -4.3952 -0.5032 3.8667
H -1.2545 -9.4641 -3.4526
C -2.6973 -2.7781 3.8013
C 0.7343 -6.2453 -2.7683
C 0.7393 -2.6866 -1.5933
H -6.5681 2.1699 -2.6044
H 5.2214 2.8129 0.7232
C -8.0638 2.2955 -4.7109
C -5.7611 1.9531 -4.6671
O 9.6160 -0.2692 1.2659
H 5.3642 0.6511 2.6201
H -5.2890 -0.5731 1.7238
C -0.1475 7.0622 2.9106
H -3.2311 0.4735 2.8862
C 0.2712 7.2020 1.5879
C -3.3605 -0.3213 3.5439
H -1.3303 -4.0331 -0.4349
H 9.8318 -0.2442 3.4092
C 3.9670 -2.1855 -0.1301
C 3.4676 1.5148 0.2928
H 3.3587 4.5953 1.3353
H -0.3844 3.7792 3.1345
H -2.1592 -3.6471 3.3686
C -1.6455 2.0876 -1.6872
H -3.2714 3.5405 -1.6317
H 10.3432 1.2446 2.5304
C 1.1898 -4.9776 -2.5660
C -0.4055 3.1602 -0.2007
H 2.0872 -3.4999 1.7446
Cl 0.2643 -4.5697 2.7491
*
```

lowest unoccupied orbital energy	-0.99	eV
relative energy (zero: lowest compared OMol25 entry of this formula, charge and spin)	0.000	eV
gap between HOMO and LUMO	5.70	eV
total energy	-124594.6584	eV
HOMO energy	-0.2459	hartree